Entry 1:
Below is a molecular structure, BrCu3, with properties calculated with ωB97M-V with the def2-TZVPD basis set.

The HOMO-LUMO gap is 5.507 eV. Its HOMO energy is -15.2 eV.

The geometry in ORCA input format:
```
! RIJCOSX wB97M-V def2-TZVPD def2/J DEFGRID3
* xyz 2 1
Cu 25.31375 -17.30430 -28.87423
Cu 20.53543 -18.57204 -29.91592
Cu 23.44609 -16.98134 -24.34739
Br 22.95737 -19.99210 -27.05166
*
```

In the Löwdin picture, each atom carries the following charge in e: number 1, Cu, carries 0.791; number 2, Cu, carries 0.842; number 3, Cu, carries 0.849; number 4, Br, carries -0.482

Entry 2:
Below is a single BrFH2Si molecule, with properties calculated with ωB97M-V with the def2-TZVPD basis set.

As for the structure (SMILES): F[SiH2]Br. The HOMO-LUMO gap is 11.450 eV. Its HOMO energy is -11.0 eV.

The geometry in ORCA input format:
```
! RIJCOSX wB97M-V def2-TZVPD def2/J DEFGRID3
* xyz 0 1
F -0.70519 -2.09235 0.02578
Si -0.55097 -0.31326 -0.01177
Br -2.67077 0.20846 -0.00866
H -0.07113 0.45943 -1.03663
H 0.00100 -0.28193 1.29031
*
```

In the Löwdin picture, each atom carries the following charge in e: number 1, F, carries -0.375; number 2, Si, carries 0.238; number 3, Br, carries 0.314; number 4, H, carries -0.106; number 5, H, carries -0.070

Entry 3:
Below is a molecular structure, BrFe, with properties calculated with ωB97M-V with the def2-TZVPD basis set.

The HOMO-LUMO gap (spin up / spin down) is 5.285 / 6.922 eV. Its HOMO energy (spin up / spin down) is -10.9 / -18.1 eV. The expectation value of S² is 20.01.

The geometry in ORCA input format:
```
! RIJCOSX wB97M-V def2-TZVPD def2/J DEFGRID3
* xyz 1 9
Fe 0.81691 -0.89086 -0.48715
Br -0.81691 0.89086 0.48715
*
```

In the Löwdin picture, each atom carries the following charge in e: number 1, Fe, carries 0.623; number 2, Br, carries 0.377

Entry 4:
Below is a molecular structure, BrH16O8, with properties calculated with ωB97M-V with the def2-TZVPD basis set.

The HOMO-LUMO gap is 9.352 eV. Its HOMO energy is -6.2 eV.

The geometry in ORCA input format:
```
! RIJCOSX wB97M-V def2-TZVPD def2/J DEFGRID3
* xyz -1 1
Br -0.01421 0.04393 0.04743
O -1.78133 -1.73046 0.74945
H -2.49654 -1.32818 1.24227
H -1.28489 -0.99053 0.39980
O 0.01329 -0.03347 -2.70068
H 0.26981 -0.32630 -1.82624
H -0.70318 0.58238 -2.54696
O 0.68313 -1.50625 2.19761
H 0.11670 -0.88586 1.73880
H 1.16985 -0.96955 2.82313
O 1.98732 0.78985 1.37265
H 2.51865 0.00487 1.23956
H 1.08347 0.48246 1.30336
O 1.37149 1.95177 -1.11940
H 1.81323 1.18155 -1.47698
H 0.67689 1.59471 -0.56598
O -1.48069 1.63593 1.42226
H -0.85696 1.18758 0.85115
H -2.32630 1.52571 0.98749
O -1.77998 0.81118 -1.81027
H -2.48488 0.17684 -1.94055
H -1.36537 0.54410 -0.98990
O 1.58092 -1.94890 -0.34265
H 2.37577 -1.52971 -0.67236
H 0.91380 -1.26367 -0.38300
*
```

In the Löwdin picture, each atom carries the following charge in e: number 1, Br, carries 1.111; number 2, O, carries -0.119; number 3, H, carries 0.030; number 4, H, carries -0.213; number 5, O, carries -0.142; number 6, H, carries -0.113; number 7, H, carries -0.113; number 8, O, carries -0.113; number 9, H, carries -0.103; number 10, H, carries 0.034; number 11, O, carries -0.140; number 12, H, carries 0.030; number 13, H, carries -0.164; number 14, O, carries -0.131; number 15, H, carries 0.013; number 16, H, carries -0.135; number 17, O, carries -0.123; number 18, H, carries -0.227; number 19, H, carries 0.023; number 20, O, carries -0.061; number 21, H, carries 0.088; number 22, H, carries -0.129; number 23, O, carries -0.119; number 24, H, carries 0.031; number 25, H, carries -0.214

Entry 5:
Below is 2 unconnected molecules or ions with the total composition BrH2IO2Si, with properties calculated with ωB97M-V with the def2-TZVPD basis set.

The HOMO-LUMO gap (spin up / spin down) is 7.103 / 5.826 eV. Its HOMO energy (spin up / spin down) is -6.6 / -9.7 eV. The expectation value of S² is 2.01.

The geometry in ORCA input format:
```
! RIJCOSX wB97M-V def2-TZVPD def2/J DEFGRID3
* xyz 0 3
O -0.45438 1.09625 -1.37120
O -0.76375 0.17948 1.18000
Si 0.18221 0.33856 -0.11255
Br 0.27432 -3.18358 -0.07957
I 2.55846 1.00664 0.09630
H -1.30759 0.95762 -1.66937
H -0.48926 -0.39497 1.95638
*
```

In the Löwdin picture, each atom carries the following charge in e: number 1, O, carries -0.186; number 2, O, carries -0.248; number 3, Si, carries -0.116; number 4, Br, carries 0.096; number 5, I, carries 0.349; number 6, H, carries 0.016; number 7, H, carries 0.089

Entry 6:
Below is 2 unconnected molecules or ions with the total composition BrH2O2P, with properties calculated with ωB97M-V with the def2-TZVPD basis set.

As for the structure (SMILES): O=PBr.O. The HOMO-LUMO gap is 9.321 eV. Its HOMO energy is -10.9 eV.

The geometry in ORCA input format:
```
! RIJCOSX wB97M-V def2-TZVPD def2/J DEFGRID3
* xyz 0 1
O 1.80514 3.12399 2.16228
O 0.42012 -0.15303 0.39065
P 2.74846 2.07718 2.58494
Br 3.47176 1.31265 0.56244
H 0.04542 0.65626 0.37107
H 1.32839 -0.09355 -0.04208
*
```

In the Löwdin picture, each atom carries the following charge in e: number 1, O, carries -0.580; number 2, O, carries -0.077; number 3, P, carries 0.532; number 4, Br, carries 0.179; number 5, H, carries -0.046; number 6, H, carries -0.008

Entry 7:
Below is 2 unconnected molecules or ions with the total composition BrH3N2, with properties calculated with ωB97M-V with the def2-TZVPD basis set.

The HOMO-LUMO gap (spin up / spin down) is 9.978 / 8.451 eV. Its HOMO energy (spin up / spin down) is -9.5 / -9.9 eV. The expectation value of S² is 2.01.

The geometry in ORCA input format:
```
! RIJCOSX wB97M-V def2-TZVPD def2/J DEFGRID3
* xyz 0 3
N 0.67023 -0.52732 -0.13905
N -1.32208 0.95793 0.07708
Br -2.76082 -0.10820 -0.02410
H 1.03289 0.18898 0.46156
H 0.42971 -1.41237 0.29863
H -1.22024 1.59496 -0.68751
*
```

In the Löwdin picture, each atom carries the following charge in e: number 1, N, carries 0.057; number 2, N, carries -0.506; number 3, Br, carries 0.585; number 4, H, carries -0.048; number 5, H, carries -0.034; number 6, H, carries -0.053

Entry 8:
Below is a single BrH3NP molecule, with properties calculated with ωB97M-V with the def2-TZVPD basis set.

As for the structure (SMILES): NPBr. The HOMO-LUMO gap is 9.858 eV. Its HOMO energy is -9.3 eV.

The geometry in ORCA input format:
```
! RIJCOSX wB97M-V def2-TZVPD def2/J DEFGRID3
* xyz 0 1
N 0.03390 -0.40118 -0.64714
P -1.35405 0.95389 -0.08701
Br -3.16050 -0.26894 -0.12138
H 0.89849 0.14372 -0.65553
H -0.13220 -0.65107 -1.66609
H -0.93392 0.42690 1.04787
*
```

In the Löwdin picture, each atom carries the following charge in e: number 1, N, carries -0.291; number 2, P, carries 0.364; number 3, Br, carries 0.145; number 4, H, carries -0.030; number 5, H, carries 0.004; number 6, H, carries -0.192

Calculated relative energy (zero: lowest compared OMol25 entry of this formula, charge and spin) in order - 86.3 21.0 0.3 213.9 0.0 28.9 17.1 23.6 kcal per mole
Calculated strongest force on any atom in order - 0.033 0.115 0.007 0.113 0.055 0.111 0.035 0.069 Eh/bohr